Entry 1:
DFT (ωB97M-V with the def2-TZVPD basis set) results for a molecular structure, C18H20BN4OReS3 in a non-equilibrium geometry.

Results
* net charge: +1
* frontier orbital gap (alpha / beta): 5.623 / 6.339 eV
* HOMO (alpha / beta): -0.4036 / -0.4033 Eh
* 2S+1: 4

Last column: Mulliken charge in e.
Positions of all 48 atoms, in Å:
Re (-0.340, -2.132, 0.657)  0.68
C (-0.072, -5.125, 3.677)  -0.73
N (0.941, -4.069, 3.686)  0.39
C (2.250, -4.236, 3.962)  -0.34
C (2.874, -3.007, 3.886)  -0.38
N (1.959, -2.075, 3.546)  0.16
B (2.258, -0.563, 3.380)  0.28
N (2.189, -0.070, 1.904)  0.62
C (2.212, 1.247, 1.602)  -0.64
C (2.155, 1.402, 0.234)  -0.24
N (2.109, 0.181, -0.330)  0.37
C (2.061, -0.093, -1.767)  -1.11
C (2.134, -0.702, 0.697)  -0.38
S (2.156, -2.132, 0.505)  -0.61
C (0.782, -2.748, 3.441)  -0.31
S (-0.493, -2.132, 3.147)  -0.49
H (0.383, -6.107, 3.925)  0.32
H (-0.534, -5.191, 2.669)  0.28
H (-0.858, -4.897, 4.428)  0.33
H (2.719, -5.180, 4.211)  0.44
H (3.925, -2.813, 4.063)  0.48
H (3.348, -0.307, 3.791)  -0.13
H (1.472, 0.034, 4.050)  -0.04
H (2.265, 2.050, 2.327)  0.49
H (2.156, 2.339, -0.308)  0.51
H (2.058, 0.855, -2.347)  0.51
H (1.138, -0.661, -2.009)  0.38
H (2.949, -0.689, -2.065)  0.40
C (-4.429, 2.715, -5.066)  -0.94
C (-3.220, 3.540, -5.407)  0.69
O (-2.585, 3.411, -6.446)  -0.51
S (-2.724, 4.692, -4.169)  -0.12
C (-2.071, 3.562, -2.957)  -0.25
C (-0.980, 2.740, -3.258)  -0.71
C (-0.515, 1.815, -2.319)  -0.13
C (-1.136, 1.710, -1.070)  0.40
C (-2.208, 2.554, -0.757)  -0.67
C (-2.671, 3.479, -1.697)  -0.53
C (-0.692, 0.729, -0.123)  0.65
C (-0.340, -0.101, 0.657)  -0.71
H (-4.816, 2.251, -5.978)  0.33
H (-5.221, 3.340, -4.644)  0.33
H (-4.158, 1.926, -4.360)  0.26
H (-0.488, 2.804, -4.228)  0.48
H (0.326, 1.173, -2.574)  0.25
H (-2.695, 2.490, 0.214)  0.46
H (-3.510, 4.122, -1.439)  0.45
H (-2.065, -2.132, 0.657)  0.04



Entry 2:
DFT (ωB97M-V with the def2-TZVPD basis set) results for a molecular structure, C18H20BrIrNO2SeSi2 in a non-equilibrium geometry.

Results
* net charge: -1
* frontier orbital gap (alpha / beta): 7.177 / 7.092 eV
* HOMO (alpha / beta): -0.1931 / -0.1886 Eh

Last column: Mulliken charge in e.
Positions of all 46 atoms, in Å:
Ir (-0.861, 1.189, -0.463)  0.58
C (-4.014, -0.760, 0.462)  -1.21
Si (-2.069, -0.751, 0.395)  0.53
C (-1.692, -2.557, -0.212)  -1.25
C (-1.513, -0.772, 2.265)  0.26
C (-2.049, -1.738, 3.107)  -0.31
C (-1.707, -1.801, 4.445)  -0.70
C (-0.803, -0.890, 4.960)  -0.71
C (-0.253, 0.067, 4.129)  -0.30
C (-0.594, 0.149, 2.784)  0.24
Si (0.223, 1.546, 1.692)  0.53
C (2.120, 1.330, 1.998)  -1.23
C (-0.156, 3.194, 2.647)  -1.21
H (-4.382, -1.585, 1.066)  0.37
H (-4.430, -0.870, -0.535)  0.33
H (-4.405, 0.161, 0.883)  0.30
H (-2.182, -3.293, 0.421)  0.39
H (-0.626, -2.762, -0.198)  0.32
H (-2.046, -2.708, -1.228)  0.35
H (-2.754, -2.459, 2.715)  0.22
H (-2.146, -2.555, 5.085)  0.36
H (-0.532, -0.927, 6.007)  0.36
H (0.458, 0.767, 4.544)  0.24
H (2.337, 1.318, 3.063)  0.43
H (2.680, 2.146, 1.553)  0.34
H (2.485, 0.407, 1.561)  0.29
H (0.201, 3.133, 3.671)  0.37
H (-1.218, 3.409, 2.674)  0.30
H (0.341, 4.034, 2.172)  0.33
Se (-3.742, 4.851, -2.139)  -0.25
C (-2.760, 3.573, -1.523)  0.29
N (-2.118, 2.702, -1.066)  -0.49
Br (4.234, -1.356, -7.397)  -0.23
C (3.469, -0.928, -5.698)  0.16
C (2.131, -0.575, -5.631)  -0.49
C (1.583, -0.278, -4.398)  -0.35
C (2.364, -0.342, -3.248)  0.16
C (3.705, -0.698, -3.341)  -0.33
C (4.268, -0.988, -4.568)  -0.45
C (1.768, -0.040, -1.892)  0.51
O (2.365, -0.375, -0.876)  -0.66
O (0.648, 0.562, -1.966)  -1.06
H (1.531, -0.533, -6.528)  0.41
H (0.545, 0.005, -4.308)  0.39
H (4.285, -0.741, -2.432)  0.43
H (5.310, -1.259, -4.654)  0.41



Entry 3:
DFT (ωB97M-V with the def2-TZVPD basis set) results for a molecular structure, C18H20BrN5O5PtS in a non-equilibrium geometry.

Results
* net charge: +2
* frontier orbital gap: 6.548 eV
* HOMO: -0.5177 Eh
* energy above the lowest of the compared OMol25 structures with the same formula, charge and spin: 0.0 kcal per mole

Last column: Mulliken charge in e.
Positions of all 51 atoms, in Å:
Pt (0.648, 0.333, -0.107)  0.69
O (3.411, -4.540, 2.701)  -0.59
C (2.076, -4.678, 2.539)  0.81
C (1.566, -5.965, 2.649)  -0.68
C (0.217, -6.190, 2.456)  -0.36
C (-0.653, -5.145, 2.145)  -0.99
C (-0.164, -3.862, 2.069)  -0.06
C (1.203, -3.603, 2.286)  0.60
C (1.741, -2.231, 2.305)  -0.99
O (2.571, -1.954, 1.039)  -0.17
N (0.693, -1.239, 2.388)  -0.11
N (0.947, 0.044, 1.901)  -0.25
C (0.827, 1.025, 2.730)  0.12
C (0.857, 2.401, 2.361)  0.22
Br (0.939, 2.745, 0.470)  -0.15
C (0.785, 3.454, 3.199)  -0.83
C (0.858, 3.423, 4.647)  0.47
C (0.105, 4.360, 5.365)  -0.48
C (0.134, 4.363, 6.746)  -0.59
C (0.948, 3.464, 7.425)  -0.43
C (1.740, 2.564, 6.723)  -0.63
C (1.696, 2.538, 5.341)  -0.42
H (3.760, -3.710, 2.364)  0.35
H (2.250, -6.774, 2.868)  0.47
H (-0.167, -7.198, 2.541)  0.41
H (-1.702, -5.339, 1.978)  0.44
H (-0.831, -3.039, 1.853)  0.45
H (2.533, -2.101, 3.048)  0.52
H (0.261, -1.225, 3.305)  0.39
H (0.648, 0.812, 3.781)  0.70
H (0.652, 4.435, 2.751)  0.42
H (-0.519, 5.069, 4.834)  0.41
H (-0.466, 5.075, 7.297)  0.41
H (0.988, 3.485, 8.506)  0.41
H (2.410, 1.903, 7.255)  0.40
H (2.373, 1.890, 4.797)  0.65
C (-4.042, 2.627, -1.452)  -0.65
O (-2.897, 2.212, -2.237)  -0.40
C (-1.917, 1.632, -1.573)  0.79
O (-1.869, 1.426, -0.383)  -0.53
N (-0.925, 1.306, -2.478)  -0.16
N (0.245, 0.597, -2.123)  -0.58
H (-4.657, 3.205, -2.132)  0.24
H (-3.717, 3.235, -0.612)  0.30
H (-4.579, 1.751, -1.097)  0.31
H (-1.109, 1.412, -3.464)  0.30
H (1.050, 1.062, -2.543)  0.40
H (0.192, -0.344, -2.515)  0.45
O (2.216, -3.683, -0.689)  -0.42
S (1.818, -2.397, -0.259)  0.80
N (0.639, -1.613, -0.627)  -0.45



Entry 4:
DFT (ωB97M-V with the def2-TZVPD basis set) results for 7 unconnected molecules or ions with the total composition C18H20Cl18F2N2S in a non-equilibrium geometry.

Results
* net charge: 0
* frontier orbital gap: 6.900 eV
* HOMO: -0.3103 Eh
* structure (SMILES): FCCCc1ccc2nsnc2c1CCCF.ClC(Cl)Cl.ClC(Cl)Cl.ClC(Cl)Cl.ClC(Cl)Cl.ClC(Cl)Cl.ClC(Cl)Cl

Last column: Mulliken charge in e.
Positions of all 61 atoms, in Å:
F (2.914, -0.412, 1.314)  -0.34
C (2.054, 0.750, 0.875)  -0.19
C (0.460, 0.323, 0.740)  -0.21
C (-0.317, 1.092, -0.488)  0.79
C (-1.026, 2.460, 0.140)  0.17
C (-0.028, 3.586, 0.870)  -0.33
C (-0.648, 5.001, 1.507)  -0.73
C (-2.267, 5.211, 1.348)  0.48
N (-2.946, 6.483, 1.849)  -0.51
S (-4.605, 6.168, 1.397)  0.18
N (-4.738, 4.566, 0.644)  -0.55
C (-3.290, 4.112, 0.650)  0.28
C (-2.659, 2.699, 0.046)  0.26
C (-3.735, 1.632, -0.612)  -0.69
C (-3.648, 0.188, 0.183)  -0.21
C (-3.502, 0.316, 1.811)  0.38
F (-3.332, -1.094, 2.324)  -0.40
H (2.178, 1.587, 1.710)  0.18
H (2.459, 1.152, -0.150)  0.16
H (-0.054, 0.651, 1.742)  0.15
H (0.371, -0.833, 0.549)  0.24
H (0.521, 1.432, -1.265)  -0.16
H (-1.062, 0.422, -1.095)  -0.36
H (1.148, 3.417, 0.973)  0.17
H (0.092, 5.766, 2.006)  0.30
H (-3.670, 1.545, -1.779)  0.24
H (-4.828, 2.056, -0.382)  0.35
H (-2.818, -0.534, -0.216)  -0.05
H (-4.688, -0.356, -0.031)  0.37
H (-2.530, 0.894, 2.171)  -0.40
H (-4.478, 0.730, 2.334)  0.33
C (-1.718, -1.891, -3.432)  0.01
Cl (-0.393, -1.788, -2.260)  0.03
Cl (-3.285, -1.857, -2.604)  -0.08
Cl (-1.610, -0.573, -4.611)  -0.13
H (-1.632, -2.840, -3.967)  0.22
C (0.325, -5.965, -2.342)  0.00
Cl (1.326, -6.869, -3.492)  -0.13
Cl (1.315, -4.820, -1.421)  -0.05
Cl (-0.982, -5.119, -3.187)  -0.14
H (-0.121, -6.676, -1.641)  0.32
C (2.362, 0.440, -3.553)  0.61
Cl (2.957, -0.119, -5.125)  -0.14
Cl (3.329, -0.254, -2.240)  -0.08
Cl (2.385, 2.210, -3.473)  -0.15
H (1.329, 0.104, -3.435)  -0.26
C (4.688, -4.741, 0.468)  -0.04
Cl (4.000, -3.125, 0.699)  0.04
Cl (4.027, -5.875, 1.658)  -0.14
Cl (4.379, -5.318, -1.179)  -0.09
H (5.769, -4.680, 0.614)  0.26
C (7.863, -2.182, -0.476)  0.07
Cl (9.530, -1.854, -0.978)  -0.13
Cl (6.731, -1.149, -1.364)  -0.07
Cl (7.465, -3.892, -0.717)  -0.14
H (7.773, -1.955, 0.590)  0.27
C (-3.757, 1.951, 5.354)  -0.11
Cl (-4.419, 0.333, 5.065)  -0.11
Cl (-2.806, 2.491, 3.960)  0.01
Cl (-5.059, 3.102, 5.702)  -0.13
H (-3.098, 1.903, 6.224)  0.36



Entry 5:
DFT (ωB97M-V with the def2-TZVPD basis set) results for a molecular structure, C18H20ClN3O6SiV in a non-equilibrium geometry.

Results
* net charge: +1
* frontier orbital gap (alpha / beta): 8.266 / 8.975 eV
* HOMO (alpha / beta): -0.4509 / -0.4645 Eh
* energy above the lowest of the compared OMol25 structures with the same formula, charge and spin: 25.1 kcal per mole
* 2S+1: 3

Last column: Mulliken charge in e.
Positions of all 50 atoms, in Å:
V (-0.161, -1.729, 0.817)  0.27
O (2.156, -1.491, 6.006)  -0.51
C (3.052, -1.059, 5.147)  0.47
O (4.173, -0.766, 5.454)  -0.54
C (2.607, -0.912, 3.713)  -0.27
C (3.374, -0.328, 2.698)  0.43
Cl (4.944, 0.271, 2.780)  -0.07
N (2.642, -0.342, 1.554)  0.31
N (1.447, -0.914, 1.773)  -0.13
C (1.413, -1.262, 3.066)  -0.01
C (0.097, -1.819, 3.498)  1.13
O (-0.171, -2.048, 4.657)  -0.73
O (-0.662, -1.969, 2.472)  -0.61
C (3.010, 0.222, 0.305)  0.52
C (2.972, -0.580, -0.829)  -0.53
C (3.291, -0.031, -2.059)  -0.76
C (3.672, 1.299, -2.151)  -0.52
C (3.750, 2.079, -1.008)  -0.75
C (3.410, 1.549, 0.225)  -0.32
H (1.261, -1.712, 5.651)  0.42
H (2.735, -1.627, -0.731)  0.53
H (3.271, -0.657, -2.937)  0.50
H (3.919, 1.727, -3.110)  0.45
H (4.088, 3.100, -1.075)  0.42
H (3.467, 2.157, 1.113)  0.51
C (-4.982, 0.482, -0.693)  -1.06
Si (-3.438, 1.557, -0.965)  0.11
C (-3.415, 3.213, -0.044)  -0.97
C (-3.191, 1.787, -2.859)  -1.13
C (-1.958, 0.505, -0.392)  1.17
C (-1.140, -0.156, 0.237)  -0.93
H (-5.871, 1.003, -1.037)  0.34
H (-5.124, 0.251, 0.357)  0.35
H (-4.932, -0.461, -1.230)  0.35
H (-4.193, 3.875, -0.413)  0.35
H (-2.462, 3.720, -0.169)  0.33
H (-3.581, 3.068, 1.020)  0.33
H (-3.831, 2.598, -3.194)  0.36
H (-3.491, 0.911, -3.431)  0.30
H (-2.176, 2.061, -3.135)  0.38
N (-1.065, -0.786, -2.706)  0.09
C (-1.258, -2.229, -2.443)  -0.65
C (-0.670, -2.582, -1.058)  0.94
O (-1.372, -3.143, -0.221)  -0.59
O (0.532, -2.243, -0.837)  -0.53
H (-1.441, -0.224, -1.837)  -0.40
H (-1.560, -0.489, -3.555)  0.47
H (-0.064, -0.569, -2.786)  0.36
H (-0.754, -2.826, -3.211)  0.42
H (-2.320, -2.480, -2.429)  0.40



E_tot per entry: -2289.37451, -6562.03556, -4438.70528, -9688.29310, -3007.13812 Eh